Record 1
The following is a DFT calculation (ωB97M-V/def2-TZVPD) of C16H32BrClN5O3PSbTl as an isolated structure.

The geometry in XYZ format:
```
61
Properties=species:S:1:pos:R:3:forces:R:3:nbo_charge:R:1
Tl 0.609 1.075 2.284 0.16 -0.11 -0.17 0.74
Br -0.153 -1.190 5.611 -0.02 0.02 -0.03 0.08
C 1.689 -1.226 5.155 -0.03 0.04 0.06 0.16
C 2.552 -1.996 5.919 0.00 -0.03 0.02 -0.28
C 3.890 -1.987 5.568 0.01 -0.03 0.00 -0.15
C 4.303 -1.224 4.485 -0.02 -0.02 0.02 -0.25
C 3.353 -0.502 3.789 -0.02 -0.01 0.01 0.06
N 2.056 -0.497 4.125 0.16 0.01 -0.11 -0.49
H 2.181 -2.575 6.751 0.00 0.00 -0.01 0.24
H 4.601 -2.577 6.132 0.00 0.02 0.01 0.22
H 5.338 -1.195 4.177 -0.01 0.00 -0.01 0.23
H 3.613 0.073 2.908 -0.01 0.00 0.01 0.24
Cl 2.398 -0.047 0.557 -0.06 0.09 0.25 -0.84
C 4.597 3.494 -2.904 0.02 -0.03 0.00 -1.02
Sb 2.897 2.356 -2.184 0.18 0.23 -0.20 1.04
C 1.487 3.778 -3.009 -0.03 -0.05 -0.04 -1.01
C 2.878 3.360 -0.290 -0.09 -0.10 0.06 -0.98
H 4.440 4.567 -2.782 -0.02 -0.02 0.02 0.21
H 4.761 3.276 -3.961 0.00 0.02 0.01 0.22
H 5.493 3.202 -2.355 -0.01 0.00 -0.01 0.22
H 1.753 4.778 -2.665 0.01 -0.01 -0.01 0.22
H 0.476 3.545 -2.672 0.01 0.00 -0.01 0.21
H 1.504 3.764 -4.100 0.00 -0.02 0.02 0.22
H 2.923 4.437 -0.451 0.04 -0.01 0.00 0.21
H 3.718 3.028 0.318 -0.01 0.00 0.00 0.23
H 1.955 3.106 0.232 0.02 0.02 0.01 0.21
C -0.837 1.205 -4.093 0.02 -0.04 0.00 -0.26
O -1.355 0.901 -2.801 -0.11 0.00 -0.01 -0.84
P -0.270 0.618 -1.598 0.02 0.02 0.01 1.65
O -0.175 -1.004 -1.601 -0.08 0.07 0.09 -0.84
C 1.025 -1.598 -2.109 0.05 0.01 -0.09 -0.26
O -1.337 0.682 -0.364 -0.13 -0.19 -0.02 -0.85
C -2.134 1.854 -0.204 0.08 0.05 0.01 -0.26
H -1.193 0.457 -4.801 0.00 -0.02 -0.01 0.18
H 0.257 1.207 -4.102 0.01 0.02 0.02 0.18
H -1.187 2.189 -4.404 -0.03 0.02 0.01 0.19
H 1.900 -1.003 -1.849 -0.03 -0.02 -0.01 0.22
H 0.952 -1.716 -3.192 0.00 -0.01 -0.02 0.17
H 1.118 -2.580 -1.651 0.02 0.01 0.03 0.18
H -1.507 2.749 -0.125 0.00 0.01 -0.01 0.18
H -2.692 1.731 0.721 0.00 -0.01 0.03 0.20
H -2.819 1.971 -1.042 -0.01 -0.01 0.00 0.19
C -3.466 -2.260 -1.696 -0.03 -0.07 -0.06 -0.62
C -4.373 -2.576 -0.513 0.05 0.10 -0.04 -0.22
C -5.215 -1.362 -0.130 -0.02 -0.01 0.01 -0.61
C -3.577 -3.144 0.661 0.05 0.09 0.09 -0.20
N -2.587 -2.229 1.233 -0.34 -0.07 0.00 -0.19
C -1.258 -2.265 1.184 0.46 -0.05 -0.16 0.20
N -0.773 -1.288 1.905 -0.54 0.20 0.26 -0.34
N -1.862 -0.643 2.404 0.09 -0.16 -0.08 -0.08
N -2.945 -1.198 2.013 0.10 -0.01 -0.02 -0.06
H -4.060 -1.962 -2.561 0.01 0.01 0.02 0.22
H -2.866 -3.126 -1.987 0.00 0.02 0.00 0.20
H -2.785 -1.442 -1.465 0.06 0.04 0.02 0.24
H -5.053 -3.387 -0.795 0.01 -0.02 0.00 0.21
H -4.583 -0.498 0.077 -0.01 -0.02 0.01 0.22
H -5.825 -1.551 0.755 0.01 0.00 -0.01 0.21
H -5.881 -1.103 -0.955 0.01 0.01 0.00 0.21
H -3.022 -4.024 0.338 0.01 -0.02 0.03 0.21
H -4.241 -3.434 1.475 -0.01 0.00 0.01 0.22
H -0.684 -2.991 0.634 -0.01 0.04 -0.04 0.23
```
Forces are in eV/Å.

Computed properties:
Net charge: 0
Orbital gap, eV: 8.121
Energy above the lowest of the compared OMol25 structures with the same formula, charge and spin, eV: 0.000
HOMO energy, Ha: -0.279

***

Record 2
The following is a DFT calculation (ωB97M-V/def2-TZVPD) of C16H32Cl3N4O2Ta as an isolated structure.

The geometry in XYZ format:
```
58
Properties=species:S:1:pos:R:3:forces:R:3:nbo_charge:R:1
Ta -0.115 0.587 0.347 1.22 -0.26 1.61 2.42
N -1.383 2.079 0.878 0.11 -0.15 0.01 -0.77
N 1.605 1.360 0.975 -0.30 0.43 -0.04 -0.76
N -0.825 -1.488 -0.131 1.16 0.21 -1.26 -0.68
N 1.279 -0.926 -0.604 -0.69 -0.15 -0.94 -0.67
H -0.395 3.843 0.242 -0.15 0.07 0.17 0.18
C -1.016 3.483 1.078 -0.03 -0.28 0.22 -0.41
H -0.457 3.625 2.017 -0.13 -0.05 -0.22 0.21
H -1.940 4.087 1.131 0.54 -0.07 -0.09 0.19
H -3.351 2.749 0.602 -0.01 -0.66 0.16 0.19
C -2.825 1.870 1.033 0.21 0.11 -0.08 -0.42
H -3.110 1.777 2.104 0.12 0.03 -0.50 0.21
H -3.152 0.954 0.506 0.01 0.28 0.17 0.19
C 2.334 2.359 0.198 0.19 0.27 0.05 -0.42
H 3.375 2.017 0.017 -0.44 0.18 -0.02 0.19
H 1.862 2.569 -0.773 0.18 -0.05 0.34 0.20
H 2.386 3.306 0.773 0.04 -0.27 -0.29 0.20
H 3.427 0.720 1.859 -0.39 0.08 0.09 0.19
C 2.397 1.005 2.154 0.05 -0.01 0.03 -0.41
H 2.468 1.880 2.828 -0.01 -0.30 -0.21 0.20
H 1.962 0.173 2.717 0.08 0.25 -0.28 0.22
C -2.131 -1.990 -0.568 0.04 0.06 0.64 -0.04
H -2.641 -1.174 -1.098 0.06 -0.01 -0.09 0.18
C -2.889 -2.261 0.718 -0.33 -0.21 0.16 -0.60
H -2.917 -1.356 1.347 -0.05 -0.38 -0.23 0.22
H -3.916 -2.593 0.499 0.25 0.05 0.23 0.20
H -2.332 -3.031 1.277 -0.40 0.19 -0.11 0.21
C -2.102 -3.207 -1.483 -0.15 -0.01 -0.08 -0.63
H -3.113 -3.633 -1.554 0.26 0.13 0.06 0.22
H -1.790 -2.953 -2.502 0.11 -0.05 0.19 0.22
H -1.442 -3.978 -1.077 -0.04 -0.03 -0.05 0.21
H 3.387 -1.252 -3.364 -0.01 -0.08 0.11 0.22
C 2.373 -1.272 -2.954 0.19 -0.13 -0.39 -0.63
H 2.028 -2.303 -3.005 0.03 -0.13 0.14 0.21
H 1.776 -0.682 -3.650 -0.19 -0.07 0.23 0.22
C 2.412 -0.672 -1.564 -0.78 0.37 1.84 -0.04
H 2.351 0.423 -1.702 0.15 -0.41 0.02 0.19
C 3.664 -0.988 -0.743 0.57 -0.10 0.03 -0.62
H 3.392 -1.282 0.284 0.11 0.21 -0.49 0.23
H 4.211 -1.823 -1.193 0.13 0.19 0.11 0.21
H 4.310 -0.101 -0.680 0.10 -0.40 -0.08 0.21
H 0.369 -2.610 -1.523 -0.03 0.04 0.48 0.17
C 0.321 -1.817 -0.757 -0.84 1.26 -1.22 0.35
C -0.538 1.252 -1.621 -1.47 0.89 -2.07 -0.97
H -1.618 1.392 -1.379 0.35 0.21 -0.47 0.26
H -0.038 2.238 -1.453 -0.57 -0.03 0.09 0.23
C -0.357 0.896 -3.064 -0.04 -0.23 0.90 -0.14
H 0.396 1.536 -3.529 0.56 -0.92 -0.19 0.19
C -1.017 -0.064 -3.738 0.25 0.06 0.84 -0.48
H -1.986 -0.426 -3.372 0.59 -0.30 0.20 0.19
H -0.490 -0.665 -4.469 -0.53 0.63 -0.90 0.20
Cl -0.903 -0.264 6.064 0.16 -0.24 -0.50 0.05
C -0.605 -0.929 4.445 -0.12 0.80 -0.49 -0.20
Cl 1.021 -1.652 4.342 -0.30 -0.17 0.29 0.03
Cl -1.867 -2.100 4.021 0.23 -0.02 0.28 0.04
C -0.632 0.213 3.337 0.07 1.54 -0.04 0.76
O -0.768 1.398 3.625 0.21 -2.28 -0.20 -0.57
O -0.447 -0.298 2.133 -0.34 -0.08 1.83 -0.79
```
Forces are in eV/Å.

Computed properties:
Net charge: 0
Orbital gap, eV: 8.298
HOMO energy, Ha: -0.299

***

Record 3
The following is a DFT calculation (ωB97M-V/def2-TZVPD) of C16H32F4N2O20PdS4 as an isolated structure.

The geometry in XYZ format:
```
79
Properties=species:S:1:pos:R:3:forces:R:3:mulliken_spin:R:1
Pd 10.529 -13.426 -1.123 0.40 0.28 -0.43 0.99
N 11.258 -10.805 -2.862 -1.44 2.56 2.44 0.01
S 11.987 -10.312 -4.123 3.60 -1.40 -8.55 0.00
O 13.402 -10.062 -4.013 -1.01 0.53 0.67 0.00
O 11.224 -9.540 -5.121 0.96 -0.64 2.65 0.00
F 12.106 -11.688 -4.954 -0.79 -0.77 0.72 0.00
S 11.097 -9.172 -2.332 -0.66 3.07 3.64 0.00
O 9.969 -8.417 -2.868 2.04 -1.64 0.53 0.00
O 12.375 -8.509 -2.011 -2.57 -1.36 -1.49 0.00
F 10.608 -9.433 -0.832 -0.38 -1.08 -0.10 0.00
N 8.238 -12.556 1.114 -0.07 -0.35 3.92 0.43
S 8.005 -12.686 2.882 5.08 -2.30 8.47 -0.02
O 7.048 -13.662 3.348 -0.08 1.48 -2.03 0.02
O 8.295 -11.546 3.765 -1.37 -1.17 -3.40 0.02
F 9.346 -13.513 3.254 -0.40 0.33 -1.84 0.00
S 6.829 -11.943 1.075 -5.65 4.32 -6.97 -0.12
O 6.639 -10.595 1.683 0.66 -2.88 -0.45 0.41
O 5.640 -12.790 1.138 2.23 1.15 0.29 0.28
F 6.931 -11.547 -0.511 -0.31 -0.63 1.92 -0.01
C 11.336 -17.696 -5.171 -0.38 1.36 -0.75 0.00
C 12.394 -17.599 -4.104 0.01 -1.23 0.56 0.00
O 13.543 -16.826 -4.456 -0.04 0.72 -0.12 0.00
C 13.954 -15.785 -3.696 0.00 -0.79 1.41 0.00
O 13.327 -15.223 -2.813 0.34 -0.34 -1.08 0.00
O 15.249 -15.629 -3.964 0.27 -0.24 -0.31 0.00
C 16.044 -14.676 -3.232 -1.09 0.67 -0.12 0.00
H 11.653 -18.058 -6.149 0.50 -0.56 0.32 0.00
H 10.986 -16.703 -5.455 -0.31 0.24 0.39 0.00
H 10.474 -18.274 -4.838 0.15 -0.04 0.12 0.00
H 12.746 -18.619 -3.950 0.50 -0.08 -0.08 0.00
H 12.011 -17.353 -3.114 -0.18 0.72 -0.22 0.00
H 15.954 -14.819 -2.155 0.01 -0.19 -0.08 0.00
H 15.632 -13.699 -3.483 0.30 0.19 0.19 0.00
H 17.080 -14.745 -3.564 -0.31 -0.29 -0.09 0.00
C 4.883 -17.797 -5.490 -0.14 1.46 1.23 0.00
C 4.649 -16.749 -4.344 0.26 -1.21 -0.18 0.00
O 5.913 -16.379 -3.669 -1.37 -1.54 -0.12 0.00
C 6.694 -15.418 -4.071 0.36 2.75 0.18 0.00
O 7.700 -15.094 -3.465 -0.72 -0.47 -0.88 0.00
O 6.144 -14.714 -5.103 -0.98 -2.22 0.04 0.00
C 6.564 -13.427 -5.412 0.75 1.36 0.65 0.00
H 5.532 -17.356 -6.247 -0.29 -0.27 -0.26 0.00
H 3.882 -18.066 -5.827 0.16 0.09 -0.51 0.00
H 5.327 -18.703 -5.077 0.16 0.17 0.03 0.00
H 4.033 -17.282 -3.620 0.58 0.05 0.60 0.00
H 4.020 -15.887 -4.566 0.69 0.21 -0.58 0.00
H 6.122 -12.731 -4.699 0.51 0.04 0.59 0.00
H 6.133 -13.017 -6.326 0.26 -1.01 -0.49 0.00
H 7.654 -13.438 -5.389 -0.08 0.67 -0.19 0.00
C 17.648 -10.232 2.064 -1.31 0.44 -0.97 0.00
C 16.729 -10.241 0.773 0.59 0.58 1.82 0.00
O 15.698 -11.256 0.760 -1.45 -0.16 0.69 0.00
C 14.506 -11.166 1.426 -0.82 1.13 0.42 0.00
O 13.526 -11.859 1.159 2.53 1.56 0.98 0.00
O 14.529 -10.112 2.429 0.49 -2.83 -1.58 0.00
C 13.399 -9.966 3.304 -0.11 1.26 -0.21 0.00
H 18.296 -9.365 1.936 0.51 -0.31 -0.18 0.00
H 18.181 -11.171 2.210 0.08 0.20 -0.09 0.00
H 17.084 -9.961 2.957 -0.26 -0.41 -0.06 0.00
H 17.371 -10.386 -0.096 -0.40 -0.46 -0.05 0.00
H 16.273 -9.256 0.671 -0.14 -0.09 0.02 0.00
H 12.603 -9.527 2.702 -0.41 -0.50 0.25 0.00
H 13.675 -9.197 4.025 0.37 0.23 -0.27 0.00
H 13.098 -10.770 3.975 0.14 -0.73 -0.87 0.00
C 6.941 -18.744 2.174 1.38 0.84 0.53 0.00
C 7.982 -17.909 1.367 -0.31 -1.25 0.52 0.00
O 9.264 -18.002 2.128 -1.09 0.91 -1.82 0.00
C 10.262 -17.310 1.568 0.33 1.99 -1.85 0.00
O 10.261 -16.582 0.521 -0.31 -2.45 3.39 0.00
O 11.298 -17.489 2.378 -0.08 -0.25 0.10 0.00
C 12.549 -16.944 2.032 1.02 1.13 -0.31 0.00
H 6.869 -18.133 3.073 -0.82 -0.09 0.16 0.00
H 7.323 -19.685 2.570 0.24 -0.15 -0.57 0.00
H 5.978 -18.920 1.694 0.20 0.36 -0.09 0.00
H 7.626 -16.879 1.337 0.38 0.04 -0.04 0.00
H 8.159 -18.264 0.352 0.07 0.02 0.11 0.00
H 12.839 -17.207 1.014 -0.01 -0.10 0.12 0.00
H 13.319 -17.210 2.756 -0.40 -0.89 -0.03 0.00
H 12.586 -15.860 2.135 -0.61 0.23 -0.36 0.00
```
Forces are in eV/Å.

Computed properties:
Net charge: 0
Orbital gap (alpha / beta), eV: 6.136 / 2.443
Energy above the lowest of the compared OMol25 structures with the same formula, charge and spin, eV: 5.339
HOMO energy (alpha / beta), Ha: -0.338 / -0.338
Spin multiplicity: 3

***

Largest force on an atom values, unit eV Å⁻¹, following the record order: 0.63; 2.69; 10.14.